[1]
Below is 2 unconnected molecules or ions with the total composition C4H9N3O2, with properties calculated with the ωB97M-V functional and the def2-TZVPD basis.

Each line ends with the Löwdin charge.
Atoms and positions in Å:
C 1.439 0.983 0.783  -0.07
C 1.420 -0.242 -0.135  -0.47
C 0.325 -0.986 -0.368  0.00
C -1.040 -0.469 0.014  -0.40
H 1.673 1.900 0.119  0.11
H 2.505 0.962 1.281  0.10
H 0.583 1.058 1.475  0.08
H 3.304 -0.864 0.242  0.19
H 2.723 -1.471 -1.175  0.07
H 0.558 -1.919 -0.822  0.10
H -0.416 1.132 -0.664  0.14
H -3.129 2.185 0.084  0.34
H -3.636 -1.709 0.759  0.20
N 2.658 -0.540 -0.731  0.03
N -1.286 0.843 -0.087  -0.08
N -2.014 -1.350 0.084  0.00
O -2.347 1.280 -1.042  -0.17
O -3.318 -0.793 0.183  -0.16

Computed properties:
LUMO energy in eV: -1.05



[2]
Below is a molecular structure, C47H54F4N5O6PbSb, with properties calculated with the ωB97M-V functional and the def2-TZVPD basis.

Each line ends with the Löwdin charge.
Atoms and positions in Å:
Pb -0.049 -0.211 -0.192  1.53
C -1.348 -3.447 -0.243  -0.05
O -0.702 -2.567 0.669  -0.33
C -1.340 -2.462 1.944  -0.16
C -0.324 -1.863 2.915  -0.16
O 0.024 -0.510 2.631  -0.26
C -0.741 0.499 3.294  -0.14
C -1.623 1.300 2.340  -0.17
O -0.771 1.907 1.360  -0.34
C -1.416 2.964 0.662  -0.07
H -1.453 -4.437 0.205  0.11
H -0.702 -3.504 -1.118  0.09
H -2.335 -3.082 -0.536  0.10
H -1.622 -3.459 2.295  0.15
H -2.243 -1.844 1.876  0.14
H 0.610 -2.427 2.818  0.13
H -0.691 -1.955 3.941  0.14
H -0.011 1.184 3.739  0.12
H -1.352 0.070 4.092  0.15
H -2.139 2.078 2.916  0.15
H -2.370 0.666 1.848  0.12
H -1.690 3.765 1.354  0.11
H -2.322 2.616 0.158  0.10
H -0.707 3.331 -0.077  0.09
F 0.898 3.665 -5.968  0.06
C -0.337 3.221 -5.656  -0.18
C -0.436 2.479 -4.515  0.07
C -1.660 1.950 -4.090  -0.05
C -1.697 1.148 -2.875  -0.30
O -0.640 0.974 -2.222  -0.17
C -2.992 0.631 -2.594  0.00
C -4.065 0.899 -3.409  0.07
N -4.007 1.658 -4.504  0.02
C -5.195 1.883 -5.288  -0.25
C -6.211 0.796 -5.463  -0.06
C -5.319 1.165 -6.606  -0.08
C -2.799 2.207 -4.880  -0.11
C -2.677 2.989 -6.033  0.08
C -1.464 3.537 -6.462  -0.12
N -1.366 4.284 -7.612  -0.08
C -0.067 4.669 -8.158  -0.12
C -0.221 5.310 -9.538  -0.08
N -1.301 4.620 -10.280  0.07
C -2.622 4.874 -9.633  -0.07
C -2.434 5.116 -8.125  -0.11
C -3.228 -0.333 -1.400  -0.61
O -4.222 -1.012 -1.507  0.11
O -2.372 -0.296 -0.484  -0.15
H 0.446 2.300 -3.921  0.13
H -5.029 0.483 -3.154  0.15
H -5.552 2.905 -5.212  0.16
H -7.248 1.089 -5.497  0.12
H -6.059 -0.166 -5.001  0.11
H -5.724 1.699 -7.451  0.11
H -4.536 0.467 -6.868  0.12
H -3.565 3.148 -6.618  0.10
H 0.555 3.774 -8.239  0.14
H 0.458 5.381 -7.508  0.14
H 0.727 5.231 -10.073  0.15
H -0.479 6.367 -9.463  0.15
H -1.109 3.612 -10.292  0.20
H -1.319 4.933 -11.257  0.20
H -3.271 4.016 -9.809  0.14
H -3.083 5.757 -10.077  0.15
H -3.374 4.920 -7.614  0.13
H -2.187 6.169 -7.935  0.14
N 1.508 -1.213 -1.655  0.06
C 2.006 -1.787 -2.538  -0.22
N 2.614 -2.368 -3.491  -0.07
C 3.160 -3.715 -3.363  -0.12
C 2.526 -4.646 -4.397  -0.15
C 2.675 -4.054 -5.796  -0.18
C 2.031 -2.671 -5.840  -0.16
C 2.706 -1.762 -4.814  -0.12
H 2.981 -4.070 -2.347  0.13
H 4.239 -3.655 -3.537  0.13
H 1.467 -4.795 -4.171  0.12
H 3.025 -5.613 -4.342  0.13
H 2.198 -4.710 -6.524  0.13
H 3.732 -3.977 -6.059  0.12
H 0.964 -2.752 -5.616  0.12
H 2.139 -2.235 -6.834  0.12
H 2.245 -0.774 -4.776  0.13
H 3.767 -1.652 -5.062  0.14
F 8.318 4.628 0.124  0.14
C 7.196 3.945 0.257  -0.24
C 6.081 4.323 -0.480  0.04
C 4.908 3.593 -0.356  -0.10
C 4.880 2.504 0.500  -0.34
C 5.998 2.123 1.234  -0.11
C 7.163 2.857 1.122  0.05
Sb 3.155 1.159 0.831  1.81
C 4.110 -0.718 0.311  -0.37
C 5.006 -0.624 -0.750  -0.11
C 5.648 -1.754 -1.212  0.04
C 5.365 -2.973 -0.608  -0.25
F 5.938 -4.069 -1.080  0.14
C 4.466 -3.081 0.450  0.04
C 3.819 -1.943 0.897  -0.09
C 2.679 1.529 2.901  -0.36
C 2.378 2.853 3.204  -0.10
C 2.215 3.229 4.522  0.05
C 2.342 2.256 5.513  -0.22
F 2.206 2.606 6.776  0.17
C 2.591 0.919 5.204  0.05
C 2.733 0.547 3.880  -0.09
H 6.149 5.178 -1.136  0.14
H 4.036 3.890 -0.924  0.11
H 5.966 1.273 1.901  0.11
H 8.045 2.602 1.691  0.14
H 5.226 0.338 -1.196  0.11
H 6.367 -1.708 -2.015  0.14
H 4.296 -4.047 0.902  0.14
H 3.114 -2.017 1.714  0.10
H 2.295 3.593 2.418  0.12
H 1.994 4.248 4.804  0.15
H 2.677 0.202 6.008  0.15
H 2.922 -0.485 3.626  0.11

Computed properties:
LUMO energy (alpha / beta) in eV: -13.65 / -13.65
Total charge: +4



[3]
Below is 2 unconnected molecules or ions with the total composition C4H9N2O, with properties calculated with the ωB97M-V functional and the def2-TZVPD basis.

Each line ends with the Löwdin charge.
Atoms and positions in Å:
C -1.743 0.357 -0.887  0.03
C -1.812 0.412 0.546  -0.08
C 1.708 -0.176 0.902  -0.04
C 0.475 -0.423 0.170  -0.18
N 1.432 -0.830 -1.872  0.15
N -0.525 0.488 0.004  -0.06
O 2.605 -0.926 -1.674  0.02
H -1.936 -0.565 -1.530  0.17
H -1.971 1.360 -1.463  0.18
H -2.116 1.249 1.111  0.14
H -2.141 -0.508 1.000  0.15
H 1.842 -0.868 1.698  0.10
H 2.594 -0.315 0.395  0.05
H 1.596 0.790 1.226  0.07
H 0.143 -1.424 0.230  0.12
H -0.153 1.378 0.146  0.17

Computed properties:
LUMO energy (alpha / beta) in eV: -4.28 / -4.59
Total charge: +1



[4]
Below is a molecular structure, C21H18N3O2Sn, with properties calculated with the ωB97M-V functional and the def2-TZVPD basis.

Each line ends with the Löwdin charge.
Atoms and positions in Å:
Sn -0.094 -0.033 0.703  1.53
C 2.263 1.923 -0.467  -0.15
N 1.066 1.738 0.349  -0.09
C 0.531 2.797 0.935  -0.02
C -0.649 2.658 1.702  -0.29
C -1.616 3.492 2.275  0.00
C -2.513 2.660 2.906  -0.07
C -2.071 1.347 2.814  -0.11
N -0.926 1.336 2.102  -0.09
C 2.464 0.729 -1.326  -0.23
C 3.693 0.052 -1.392  -0.01
C 3.767 -1.163 -2.107  -0.04
C 2.659 -1.622 -2.816  -0.06
C 1.477 -0.908 -2.827  -0.07
C 1.361 0.221 -2.077  -0.09
H 3.178 1.897 0.164  0.14
H 2.215 2.807 -1.039  0.12
H 0.986 3.777 0.750  0.16
H -1.623 4.572 2.255  0.12
H -3.479 2.909 3.315  0.11
H -2.557 0.448 3.234  0.14
H 4.512 0.403 -0.776  0.12
H 4.600 -1.808 -2.122  0.10
H 2.741 -2.553 -3.324  0.10
H 0.672 -1.330 -3.402  0.12
H 0.394 0.697 -2.061  0.08
N -6.525 -1.776 -2.240  0.19
C -5.516 -1.648 -1.732  -0.16
C -4.163 -1.344 -1.275  -0.21
C -3.526 -2.060 -0.276  0.00
C -2.220 -1.686 0.066  -0.12
C -1.603 -0.581 -0.510  -0.32
C -2.253 0.091 -1.547  -0.07
C -3.548 -0.278 -1.897  -0.01
H -4.056 -2.894 0.195  0.14
H -1.747 -2.319 0.864  0.11
H -1.805 0.923 -2.051  0.10
H -4.116 0.171 -2.690  0.13
C 3.267 -2.012 2.379  0.00
O 2.402 -1.074 1.705  -0.08
C 1.157 -1.475 1.629  -0.61
O 0.663 -2.483 1.961  0.10
H 4.255 -1.594 2.363  0.10
H 3.302 -2.962 1.888  0.10
H 2.981 -2.040 3.402  0.10

Computed properties:
LUMO energy in eV: -3.77
Total charge: +1



Please write out number 1 again, unchanged.
Below is 2 unconnected molecules or ions with the total composition C4H9N3O2, with properties calculated with the ωB97M-V functional and the def2-TZVPD basis.

Each line ends with the Löwdin charge.
Atoms and positions in Å:
C 1.439 0.983 0.783  -0.07
C 1.420 -0.242 -0.135  -0.47
C 0.325 -0.986 -0.368  0.00
C -1.040 -0.469 0.014  -0.40
H 1.673 1.900 0.119  0.11
H 2.505 0.962 1.281  0.10
H 0.583 1.058 1.475  0.08
H 3.304 -0.864 0.242  0.19
H 2.723 -1.471 -1.175  0.07
H 0.558 -1.919 -0.822  0.10
H -0.416 1.132 -0.664  0.14
H -3.129 2.185 0.084  0.34
H -3.636 -1.709 0.759  0.20
N 2.658 -0.540 -0.731  0.03
N -1.286 0.843 -0.087  -0.08
N -2.014 -1.350 0.084  0.00
O -2.347 1.280 -1.042  -0.17
O -3.318 -0.793 0.183  -0.16

Computed properties:
LUMO energy in eV: -1.05